Record 1
Entry from the Open Molecules 2025 dataset: a structure of composition C25H29BrCoN4O2Si (ωB97M-V with the def2-TZVPD basis set).

Summary:
HOMO-LUMO gap (alpha / beta) = 6.83 / 4.55 eV
HOMO (alpha / beta) = -10.176 / -10.178 eV
Total charge = +1
E_LUMO (alpha / beta) = -3.345 / -5.625 eV
2S+1 = 5
E_tot = -151992.8239 eV
Energy above the lowest of the compared OMol25 structures with the same formula, charge and spin = 0.00 kJ/mol
<S²> = 6.055

Geometry (Å):
C1 1.029 -5.417 -4.407
C2 0.592 5.731 -1.075
H1 0.889 2.596 -3.298
H2 -4.393 0.650 2.021
H3 -4.673 2.005 3.127
H4 -1.421 1.068 6.431
H5 2.016 -1.261 0.141
H6 -0.833 3.615 0.730
H7 1.174 -2.820 3.967
C3 1.333 5.770 -2.245
H8 0.512 6.593 -0.427
C4 -1.198 -2.461 -1.308
C5 -0.798 2.228 -1.102
C6 2.646 -0.731 0.862
C7 -0.057 4.562 -0.705
H9 1.252 -4.881 -6.471
O1 -0.586 1.904 0.235
C8 -0.073 -3.547 -5.442
H10 1.286 -3.279 2.262
H11 1.837 6.685 -2.527
H12 0.077 -1.281 -2.620
H13 1.685 -6.275 -4.477
C9 1.444 4.642 -3.046
H14 0.472 0.043 5.158
H15 2.037 4.668 -3.949
Si1 1.966 -0.925 2.578
C10 2.941 0.047 3.833
H16 2.762 -0.293 4.854
H17 0.606 -5.729 -2.330
C11 -3.934 1.518 2.496
C12 0.788 3.477 -2.676
C13 0.018 3.428 -1.521
H18 -1.339 -4.529 -1.192
H19 3.651 -1.150 0.787
N1 0.313 -0.294 2.425
Br1 -2.117 -2.245 0.372
H20 -0.290 -2.955 -6.321
H21 2.703 1.111 3.769
C14 0.786 -4.633 -5.527
C15 -0.411 -3.998 -3.096
C16 0.424 -5.111 -3.201
N2 -1.108 -0.081 -1.404
N3 -0.468 1.051 -1.942
H22 -1.383 -2.416 -4.178
H23 -3.630 2.205 1.705
C17 -2.732 1.098 3.279
C18 -0.696 -1.207 -1.859
C19 1.772 -2.713 3.059
H24 -3.456 1.765 5.204
C20 -0.671 -3.230 -4.233
O2 -0.766 4.549 0.456
C21 -0.444 0.342 4.670
C22 -2.633 1.301 4.679
C23 -0.586 0.171 3.269
C24 -1.492 0.913 5.363
H25 4.009 -0.061 3.637
H26 2.750 -3.161 3.245
C25 -1.020 -3.687 -1.796
H27 -1.866 2.473 -1.238
H28 -0.798 1.197 -2.893
N4 -1.744 0.536 2.627
H29 2.692 0.320 0.569
Co1 -0.845 0.115 0.693

Cartesian forces, eV/Å:
0.007 -0.014 -0.002
0.000 0.038 0.019
0.004 -0.002 -0.005
0.002 -0.003 0.002
-0.005 0.001 -0.012
-0.004 0.002 -0.001
0.019 0.012 -0.016
-0.006 -0.007 -0.006
0.019 -0.013 0.011
-0.001 0.007 0.000
0.005 0.002 -0.010
-0.083 0.344 0.250
0.055 -0.060 -0.030
-0.014 -0.016 -0.009
0.018 -0.004 -0.001
-0.003 0.000 0.000
-0.016 0.027 -0.070
0.008 -0.008 0.002
-0.007 -0.020 0.026
-0.003 0.001 0.006
-0.133 0.120 -0.147
0.000 0.001 0.000
-0.011 -0.034 0.005
-0.003 0.002 0.004
0.000 0.001 0.001
0.234 -0.074 0.063
-0.073 0.047 0.000
0.004 0.024 0.006
0.004 0.000 -0.005
-0.006 0.008 0.041
-0.004 0.062 0.008
0.010 -0.060 -0.027
0.005 -0.001 -0.006
0.004 0.015 -0.001
-0.349 0.085 -0.187
0.081 -0.240 -0.081
0.001 -0.001 -0.002
0.035 0.002 0.027
-0.003 0.012 -0.003
-0.025 0.048 -0.035
0.005 -0.014 0.023
1.078 0.147 0.094
-0.335 0.098 0.085
0.006 -0.003 -0.029
0.003 0.004 0.003
0.026 -0.033 -0.102
-0.394 -0.303 0.080
-0.033 0.005 -0.039
-0.008 -0.001 -0.018
-0.019 -0.017 0.036
0.010 0.031 -0.012
-0.023 -0.002 -0.018
-0.004 0.015 0.063
0.325 -0.093 0.071
-0.005 0.003 0.012
0.000 -0.021 -0.007
-0.004 -0.010 -0.003
0.039 -0.103 -0.050
-0.037 -0.016 0.004
0.110 -0.054 -0.043
-0.121 0.043 -0.087
-0.008 -0.005 -0.016
-0.376 0.027 0.142


Record 2
Entry from the Open Molecules 2025 dataset: a structure of composition C25H29Cl2N5ReSi (ωB97M-V with the def2-TZVPD basis set).

Summary:
HOMO-LUMO gap (alpha / beta) = 5.52 / 5.30 eV
HOMO (alpha / beta) = -13.067 / -13.060 eV
Total charge = +2
E_LUMO (alpha / beta) = -7.543 / -7.761 eV
2S+1 = 2
E_tot = -68881.8386 eV
Energy above the lowest of the compared OMol25 structures with the same formula, charge and spin = 173.00 kJ/mol
<S²> = 0.760

Geometry (Å):
H1 -4.242 -3.345 4.271
H2 4.090 0.818 -1.225
H3 2.327 -1.662 -2.335
H4 1.570 -2.761 4.374
C1 -1.791 2.797 0.172
H5 1.578 -2.110 6.010
C2 4.701 -1.160 -0.652
Si1 1.488 -0.278 4.388
H6 0.435 2.555 2.439
H7 0.066 -2.194 5.107
Cl1 1.598 0.514 -2.953
C3 -1.179 -3.840 2.928
C4 -3.327 -3.132 3.737
H8 0.472 0.732 6.422
H9 -0.457 1.163 5.004
C5 -3.519 2.880 -1.664
C6 -1.956 -1.613 2.477
H10 3.862 -0.651 3.771
H11 2.042 0.784 0.118
H12 -1.833 -0.646 2.001
H13 -1.273 0.564 -3.602
H14 1.075 1.990 5.371
H15 0.647 -3.175 1.045
N1 -1.390 3.574 2.048
C7 -2.349 -4.111 3.615
C8 2.691 -0.127 0.110
H16 -2.501 -5.089 4.051
N2 -3.918 2.500 -2.870
H17 -4.157 3.548 -1.100
H18 -1.532 4.131 2.881
H19 -0.422 -4.609 2.834
H20 5.622 -1.132 -1.217
C9 2.334 -1.232 0.883
C10 -0.955 -2.579 2.371
C11 1.092 -1.254 1.700
C12 -1.916 1.227 -3.042
H21 -0.155 0.258 2.615
C13 -3.128 1.686 -3.551
H22 5.043 -3.134 0.115
H23 3.745 0.027 5.386
H24 3.543 1.073 3.987
C14 3.846 -0.068 -0.655
N3 -0.609 2.217 0.569
C15 -3.132 -1.887 3.155
C16 0.309 -2.345 1.660
H25 -3.455 1.374 -4.535
Re1 0.316 1.034 -0.911
C17 -2.316 2.441 -1.136
H26 1.490 0.769 2.206
H27 -3.904 -1.132 3.227
Cl2 0.122 -1.333 -1.482
N4 -2.295 3.620 1.045
H28 1.071 -1.701 -3.665
C18 3.324 0.079 4.382
C19 3.216 -2.317 0.860
C20 1.400 -1.255 -2.732
C21 0.883 -0.060 2.580
C22 1.135 -1.996 5.019
C23 4.374 -2.284 0.101
H29 2.993 -3.183 1.470
C24 0.562 1.026 5.376
N5 -1.507 1.609 -1.830
C25 -0.392 2.753 1.780

Cartesian forces, eV/Å:
-0.014 0.002 0.002
-0.007 0.024 -0.014
-0.043 -0.016 0.033
0.008 -0.020 -0.014
-0.141 0.093 0.076
0.018 -0.001 0.042
0.010 0.033 0.012
0.075 -0.060 0.248
0.011 0.024 0.010
-0.019 0.001 -0.010
0.022 0.029 -0.202
-0.049 0.089 -0.005
0.011 -0.002 0.005
0.032 -0.025 0.031
-0.019 -0.003 0.015
0.087 0.000 0.049
-0.001 -0.044 0.011
0.016 0.006 -0.020
0.157 0.416 0.485
0.009 -0.018 -0.026
-0.026 0.003 -0.020
-0.001 0.051 -0.062
0.019 -0.006 -0.012
0.030 -0.034 0.010
-0.030 0.035 0.004
-0.488 -0.027 -0.361
-0.015 -0.011 0.016
-0.077 0.038 -0.010
-0.008 0.004 0.022
-0.002 0.007 -0.017
0.029 -0.003 -0.017
0.017 0.009 -0.006
0.205 -0.142 0.035
-0.080 -0.083 0.053
-0.029 -0.122 -0.069
-0.073 0.070 0.002
-0.019 -0.046 0.050
0.142 -0.141 -0.071
0.018 -0.012 -0.010
-0.019 -0.004 0.055
0.000 0.029 -0.015
0.092 -0.106 0.046
0.079 0.033 0.143
-0.034 -0.041 0.045
0.207 0.189 -0.143
-0.012 0.010 -0.010
0.073 -0.145 0.220
0.021 -0.037 -0.063
-0.034 0.069 0.004
-0.019 0.003 0.002
-0.250 0.015 -0.132
0.015 -0.069 -0.111
0.019 -0.105 0.070
-0.050 -0.109 -0.058
-0.127 0.071 0.044
0.031 0.050 -0.162
0.005 0.080 -0.010
-0.023 0.132 -0.055
0.046 0.026 -0.048
0.002 -0.006 0.011
0.009 -0.043 -0.043
0.168 -0.098 0.137
0.025 -0.066 -0.188


Record 3
Entry from the Open Molecules 2025 dataset: a structure of composition C25H29CrN2OS4 (ωB97M-V with the def2-TZVPD basis set).

Summary:
HOMO-LUMO gap (alpha / beta) = 5.67 / 7.04 eV
HOMO (alpha / beta) = -12.950 / -13.151 eV
Total charge = +2
E_LUMO (alpha / beta) = -7.279 / -6.114 eV
2S+1 = 4
E_tot = -103173.0922 eV
Energy above the lowest of the compared OMol25 structures with the same formula, charge and spin = 143.13 kJ/mol
<S²> = 3.844

Geometry (Å):
S1 4.764 0.228 0.790
Cr1 0.323 0.167 -0.163
C1 2.795 1.697 0.346
H1 2.929 4.661 0.197
H2 2.237 0.161 -5.951
C2 -1.747 3.305 -0.617
C3 -1.994 -2.113 1.545
C4 2.011 4.102 0.077
H3 0.794 -4.023 -2.757
H4 -0.206 -0.778 -6.230
C5 -2.624 -1.223 0.666
H5 -2.338 3.275 0.302
H6 -0.913 -0.604 -3.876
C6 0.696 -4.113 0.623
H7 -3.376 -2.575 -0.810
C7 4.112 1.789 0.588
C8 -1.200 0.543 1.543
H8 2.181 -2.267 1.046
H9 -2.076 4.169 -1.191
H10 0.559 -3.480 1.485
C9 0.063 0.131 -5.695
C10 1.145 -6.304 -0.277
H11 -2.805 0.831 0.128
O1 0.253 0.580 -2.080
C11 1.079 -5.779 -1.560
S2 0.525 4.869 -0.233
H12 -0.068 0.964 -6.386
H13 3.113 -2.390 -0.441
C12 -0.837 0.308 -4.470
H14 -1.040 1.594 1.718
H15 -0.472 -2.411 3.013
C13 1.493 0.111 -5.159
H16 4.719 2.679 0.673
H17 -4.025 -0.928 -0.951
C14 -2.230 0.112 0.691
N1 2.308 0.386 0.313
C15 0.962 -5.466 0.813
C16 1.584 1.335 -4.251
H18 -1.957 2.415 -1.206
C17 1.821 2.768 0.134
H19 1.661 2.269 -4.813
C18 3.266 -0.502 0.538
H20 3.941 -2.438 1.127
C19 3.121 -1.985 0.573
H21 1.677 -0.796 -4.581
N2 0.510 2.359 -0.068
H22 -4.589 -2.006 0.333
S3 0.030 1.427 -3.342
C20 0.834 -4.428 -1.751
C21 -3.714 -1.701 -0.247
H23 1.021 -5.865 1.819
H24 -2.327 -3.145 1.580
H25 1.227 -6.421 -2.422
C22 0.627 -3.584 -0.661
C23 -0.284 3.384 -0.309
S4 0.271 -1.913 -1.180
H26 -1.830 0.708 -4.667
H27 2.364 1.314 -3.491
C24 -0.490 -0.386 2.297
H28 0.281 -0.061 2.981
H29 1.345 -7.358 -0.130
C25 -0.943 -1.711 2.333

Cartesian forces, eV/Å:
0.540 -0.035 0.125
0.422 -0.159 -0.713
-0.681 -0.180 -0.054
-0.157 -0.075 -0.002
-0.001 0.014 -0.019
0.089 -0.004 0.114
-0.107 -0.162 -0.129
0.177 0.324 0.076
-0.003 -0.038 0.082
0.019 -0.032 0.028
-0.049 -0.054 -0.054
0.023 -0.025 -0.041
-0.061 -0.069 -0.066
-0.055 -0.071 0.032
-0.012 0.064 0.027
0.405 0.128 0.076
-0.445 0.005 0.229
0.163 0.116 -0.031
0.053 0.027 0.043
-0.045 -0.035 -0.003
-0.030 0.014 0.051
0.028 -0.044 0.012
-0.004 0.078 -0.094
0.010 -0.056 -0.166
0.026 0.019 -0.106
0.016 0.448 -0.162
-0.013 0.007 -0.012
-0.012 0.029 0.026
0.020 -0.117 -0.012
0.099 0.138 -0.104
-0.034 0.025 -0.032
-0.041 0.068 0.042
-0.054 -0.116 -0.006
0.029 -0.026 0.053
-0.079 -0.052 0.151
-0.190 0.158 -0.068
-0.030 0.115 0.007
0.107 -0.086 0.022
0.002 -0.059 -0.003
-0.226 -0.676 -0.016
-0.020 -0.027 -0.018
-0.268 0.032 -0.072
0.022 0.025 -0.025
-0.045 0.195 0.066
-0.019 -0.020 0.017
0.146 0.018 0.036
0.060 0.007 -0.027
-0.017 0.366 0.317
-0.009 -0.193 -0.141
0.028 -0.023 0.059
-0.011 0.045 -0.057
-0.005 0.035 0.006
-0.012 0.053 0.089
-0.117 0.079 0.004
0.008 -0.280 0.092
0.009 0.083 0.225
0.025 -0.013 -0.051
0.069 0.006 -0.055
0.014 -0.077 0.155
0.079 0.053 0.016
-0.020 0.058 0.011
0.184 -0.028 0.047